w.
Formula: C6H9IN2
Source: OMol25
Level of theory: the ωB97M-V functional and the def2-TZVPD basis

Calculated values
spin multiplicity: 1
HOMO energy: -0.33314 Ha
LUMO level: 0.4 eV
frontier orbital gap: 0.347 Eh

Geometry (Å):
1 C 1.2035 -0.8665 2.3922
2 C 1.0746 -1.2959 1.1120
3 C -0.6214 -0.0899 1.6858
4 C -0.5869 1.7052 -1.2618
5 C -0.4851 -0.8043 -0.6891
6 C 0.2203 0.5065 -1.6050
7 N 0.0441 -0.2304 2.8009
8 N -0.0746 -0.7393 0.6603
9 I -0.1201 -0.1188 -3.5981
10 H 1.9680 -1.0925 3.1151
11 H 1.7732 -1.3836 0.2675
12 H -1.5860 0.3660 1.6519
13 H -0.0320 2.7143 -1.4519
14 H -0.7163 1.9537 -0.1485
15 H -1.5302 1.6308 -1.7675
16 H -0.1946 -1.7960 -1.0702
17 H -1.5512 -0.9100 -0.7432
18 H 1.2148 0.4508 -1.3504

Atomic partial charges in e from the natural (NBO) method, atoms 1 to 2: number 1, C, carries -0.084; number 2, C, carries -0.128

x.
Formula: C6H9IN2
Source: OMol25
Level of theory: the ωB97M-V functional and the def2-TZVPD basis

Calculated values
spin multiplicity: 1
HOMO energy: -0.34645 Ha
LUMO level: -0.3 eV
frontier orbital gap: 0.337 Eh

Geometry (Å):
1 C -1.4756 1.2898 -0.6599
2 C 0.4679 -0.1678 -0.9759
3 C -0.2818 0.7202 1.3105
4 C -0.3430 0.9414 -1.5530
5 C 0.6004 -0.2990 0.5292
6 C 0.2550 -1.7225 1.0486
7 N -1.4902 1.1007 0.6048
8 N 1.0321 -0.9771 -1.7416
9 I 0.9311 2.6767 -1.8845
10 H -2.4159 1.6889 -1.1833
11 H -0.7644 0.4428 2.3404
12 H 0.2900 1.5536 1.5699
13 H -0.6964 0.6212 -2.6513
14 H 1.6193 0.0606 0.7748
15 H -0.8694 -1.9074 1.2786
16 H 0.6937 -1.8126 2.0986
17 H 0.8225 -2.5334 0.4008
18 H 1.6248 -1.6762 -1.3067

Atomic partial charges in e from the natural (NBO) method, atoms 1 to 2: number 1, C, carries 0.081; number 2, C, carries 0.279

Most stable of them? w.

w.
Formula: C31H89N7O10
Source: OMol25
Level of theory: the ωB97M-V functional and the def2-TZVPD basis

Calculated values
spin multiplicity: 1
HOMO energy: -0.31639 Ha
LUMO level: 0.4 eV
frontier orbital gap: 0.330 Eh

Geometry (Å):
1 C -1.6827 0.1912 1.5735
2 C -0.8359 -0.9955 1.0250
3 C -0.4315 -0.7313 -0.4389
4 O -1.4281 -0.1569 -1.2061
5 C -2.5198 -1.0488 -1.3640
6 N 0.4500 -1.1749 1.7876
7 H -2.7513 0.2121 1.2283
8 H -1.2351 1.1024 1.1831
9 H -1.7980 0.2172 2.6606
10 H -1.2924 -1.9953 0.9852
11 H 0.0234 -1.5989 -0.9229
12 H 0.4463 -0.0284 -0.3903
13 H -3.1531 -0.9998 -0.4804
14 H -2.1824 -2.0858 -1.5512
15 H -3.1399 -0.7009 -2.1794
16 H 0.8177 -2.1179 1.6140
17 H 0.1667 -1.1611 2.7660
18 C -1.1490 -5.0009 1.5321
19 C -0.1166 -4.9376 0.4523
20 C 1.2704 -5.2653 0.8851
21 O 1.6751 -4.2932 1.7573
22 C 2.9867 -4.5274 2.1240
23 N -0.4152 -5.8435 -0.7022
24 H -1.5056 -6.0310 1.5400
25 H -1.9375 -4.2981 1.3237
26 H -0.7372 -4.6685 2.4956
27 H -0.0499 -3.9416 -0.0002
28 H 1.9555 -5.2110 0.0678
29 H 1.2274 -6.2926 1.3515
30 H 3.1122 -5.4663 2.7155
31 H 3.3445 -3.7518 2.7843
32 H 3.6269 -4.5597 1.3030
33 H 0.0824 -6.7008 -0.5584
34 H -1.3828 -5.9927 -0.7956
35 C 4.8229 -1.3276 1.7937
36 C 4.9446 -0.9921 0.3092
37 C 3.7091 -1.6482 -0.4438
38 O 3.7813 -1.2922 -1.7801
39 C 2.7427 -1.7989 -2.5116
40 N 4.8527 0.4898 0.0979
41 H 5.0015 -2.3964 1.9111
42 H 3.8114 -1.1610 2.1668
43 H 5.6239 -0.8250 2.3554
44 H 5.8642 -1.4307 -0.1252
45 H 2.7382 -1.3701 0.0510
46 H 3.7121 -2.7321 -0.3923
47 H 1.7228 -1.4786 -2.2097
48 H 2.7802 -2.8895 -2.4850
49 H 2.9365 -1.6283 -3.5534
50 H 3.9447 0.9325 0.2010
51 H 5.0922 0.6355 -0.8851
52 C 1.0113 -1.7046 5.7834
53 C -0.1298 -0.7727 6.1505
54 C -1.5030 -1.3654 5.7795
55 O -1.4909 -2.1754 4.5724
56 C -2.8005 -2.7256 4.3533
57 N -0.0614 -0.3207 7.5463
58 H 2.0086 -1.1071 5.8982
59 H 0.9978 -2.0467 4.7541
60 H 1.0664 -2.6009 6.4235
61 H 0.0060 0.0898 5.4747
62 H -2.2348 -0.5627 5.7080
63 H -1.7297 -1.9712 6.7214
64 H -2.7273 -3.3496 3.4516
65 H -3.5875 -1.9814 4.2033
66 H -3.1746 -3.4634 5.1234
67 H -0.3049 -1.1951 8.1146
68 H -0.8387 0.3407 7.7357
69 C -5.0345 3.1919 -0.1153
70 C -4.6470 2.6681 1.2433
71 C -3.3363 3.2996 1.6315
72 O -2.9279 2.7349 2.8928
73 C -1.6915 3.2350 3.4341
74 N -5.6687 2.9189 2.2784
75 H -6.0924 3.0868 -0.2647
76 H -4.4882 2.6516 -0.9002
77 H -4.6252 4.2301 -0.1862
78 H -4.5043 1.5523 1.1154
79 H -3.4494 4.4077 1.7342
80 H -2.5044 3.1300 0.8667
81 H -1.0853 2.3663 3.6875
82 H -1.8515 3.9861 4.1461
83 H -1.1748 3.5973 2.5526
84 H -5.3683 2.3820 3.1106
85 H -5.5220 3.9267 2.4767
86 C 1.2520 1.0403 -3.9377
87 C 0.4512 0.3632 -5.0208
88 C -0.9997 0.2817 -4.6159
89 O -1.6248 -0.4548 -5.6731
90 C -3.0292 -0.3555 -5.7348
91 N 0.7034 0.9635 -6.2827
92 H 0.9069 2.1261 -3.9117
93 H 2.3360 1.0130 -4.0447
94 H 1.1091 0.5521 -2.9785
95 H 0.6197 -0.6984 -5.0674
96 H -1.4789 1.3170 -4.4840
97 H -1.1858 -0.1653 -3.6000
98 H -3.5140 -1.1631 -5.1041
99 H -3.3018 -0.4940 -6.7479
100 H -3.4461 0.6145 -5.4316
101 H 0.1363 0.7257 -7.0831
102 H 0.6621 1.9675 -6.2577
103 C 0.9761 5.2339 -4.6952
104 C 0.6523 6.0393 -3.3818
105 C -0.5506 5.4596 -2.6894
106 O -0.2220 4.1619 -2.2247
107 C -1.1680 3.5652 -1.4362
108 N 1.7380 6.1055 -2.4133
109 H 1.8593 5.7247 -5.2395
110 H 0.1188 5.1950 -5.3193
111 H 1.3285 4.2992 -4.3561
112 H 0.3847 7.0226 -3.7565
113 H -1.3289 5.5099 -3.4365
114 H -0.8289 6.0920 -1.8006
115 H -2.1966 3.8066 -1.7195
116 H -0.9841 3.7941 -0.3544
117 H -1.1021 2.4310 -1.4933
118 H 1.6469 5.3677 -1.6841
119 H 1.7058 6.9881 -1.9019
120 C -0.5781 -3.6609 -3.7849
121 O 0.2770 -3.7357 -2.6634
122 H -0.3490 -2.6533 -4.1851
123 H -0.3924 -4.3950 -4.5661
124 H -1.6511 -3.7748 -3.5086
125 H 0.0586 -4.5504 -2.1745
126 C 2.9462 1.4879 2.6852
127 O 2.0215 1.3002 1.6117
128 H 3.9402 1.2981 2.2823
129 H 2.8872 2.4968 3.0894
130 H 2.7540 0.7456 3.5265
131 H 1.6927 0.3783 1.5703
132 C 2.3091 2.4332 -1.4086
133 O 2.9632 3.1336 -0.4002
134 H 1.8257 1.5570 -0.9684
135 H 1.7122 3.0650 -2.0263
136 H 3.0061 2.0899 -2.1732
137 H 2.8940 2.6689 0.4085

Atomic partial charges in e from the Löwdin method, atoms 1 to 2: number 1, C, carries -0.016; number 2, C, carries -0.355

x.
Formula: C31H89N7O10
Source: OMol25
Level of theory: the ωB97M-V functional and the def2-TZVPD basis

Calculated values
spin multiplicity: 1
HOMO energy: -0.32068 Ha
LUMO level: 0.4 eV
frontier orbital gap: 0.337 Eh

Geometry (Å):
1 C 3.2529 -2.5188 -3.9092
2 O 3.4458 -1.1152 -3.8415
3 H 2.4788 -2.9324 -3.2629
4 H 3.1693 -2.9108 -4.9228
5 H 4.2345 -2.8789 -3.6010
6 H 2.6534 -0.8138 -4.2918
7 C -5.1347 -1.1541 2.4813
8 O -4.6006 0.1739 2.1217
9 H -4.5161 -2.0042 2.1937
10 H -5.5641 -1.1620 3.4831
11 H -6.0884 -1.1589 1.9536
12 H -4.5199 0.1992 1.1654
13 C -1.9510 3.9840 4.6319
14 O -1.8361 4.8083 3.4486
15 H -1.0815 3.3300 4.6972
16 H -2.3260 4.4572 5.5394
17 H -2.8215 3.3362 4.5274
18 H -1.1119 5.4262 3.5729
19 C 5.3132 6.2746 2.9921
20 C 5.3596 4.7765 2.5861
21 C 4.3758 4.3778 1.5000
22 O 3.0819 4.8973 1.8035
23 C 2.0777 4.7101 0.7907
24 N 6.8115 4.4431 2.2337
25 H 4.3379 6.5244 3.4100
26 H 5.6012 7.0198 2.2506
27 H 5.9969 6.4134 3.8296
28 H 5.1311 4.0987 3.4086
29 H 4.2057 3.3029 1.4396
30 H 4.6903 4.6309 0.4876
31 H 1.2651 5.3595 1.1162
32 H 1.8364 3.6479 0.8285
33 H 2.4820 5.0182 -0.1736
34 H 7.0997 3.4798 2.3281
35 H 6.7774 4.5138 1.2268
36 C -0.9655 -1.0742 2.3393
37 C -0.7836 0.4795 2.1480
38 C -0.8278 0.7644 0.6586
39 O 0.2600 0.1312 -0.0617
40 C 0.6662 0.6882 -1.2764
41 N -1.7327 1.2935 2.8942
42 H -0.2238 -1.6465 1.7822
43 H -1.9164 -1.4366 1.9487
44 H -0.8003 -1.3969 3.3672
45 H 0.2434 0.6081 2.4899
46 H -0.8515 1.8264 0.4143
47 H -1.7519 0.3939 0.2149
48 H -0.1234 1.0028 -1.9587
49 H 1.4287 0.1614 -1.8500
50 H 1.0575 1.6905 -1.1018
51 H -1.5369 2.2684 2.7173
52 H -2.6871 1.1186 2.6138
53 C -2.4146 -3.0930 -0.1983
54 C -2.7010 -3.5454 -1.6176
55 C -3.8989 -4.5592 -1.9325
56 O -3.3963 -5.8137 -1.4506
57 C -4.3203 -6.7999 -1.5910
58 N -3.0204 -2.3871 -2.4173
59 H -1.3792 -2.7599 -0.1262
60 H -2.5883 -3.9225 0.4872
61 H -3.1664 -2.3700 0.1182
62 H -1.7384 -3.9413 -1.9411
63 H -4.0495 -4.6063 -3.0110
64 H -4.8258 -4.3018 -1.4198
65 H -4.9422 -6.8562 -0.6975
66 H -3.8161 -7.7662 -1.5764
67 H -4.8135 -6.8932 -2.5585
68 H -3.1915 -1.6785 -1.7181
69 H -2.2492 -2.1272 -3.0154
70 C 0.1533 -1.5030 -4.4510
71 C 0.1225 -0.4101 -5.4975
72 C -0.9309 0.6321 -5.1237
73 O -2.0590 -0.1278 -5.3204
74 C -3.1592 0.5516 -4.9552
75 N 1.3805 0.3050 -5.4498
76 H -0.8382 -1.9303 -4.3008
77 H 0.4963 -1.2556 -3.4464
78 H 0.7121 -2.3742 -4.7929
79 H 0.0221 -0.7750 -6.5197
80 H -0.8343 1.4419 -5.8469
81 H -0.8070 0.9686 -4.0943
82 H -3.1380 0.7584 -3.8852
83 H -4.0567 -0.0256 -5.1773
84 H -3.1973 1.5280 -5.4383
85 H 1.6127 0.8049 -6.2961
86 H 1.4295 1.0040 -4.7224
87 C 0.1331 -7.1290 2.0519
88 C 1.3699 -6.3851 2.5262
89 C 1.6027 -5.1066 1.6847
90 O 1.7598 -5.2477 0.3333
91 C 2.2627 -4.0955 -0.2680
92 N 1.3769 -6.0683 4.0007
93 H 0.0764 -8.1280 2.4843
94 H 0.1340 -7.3792 0.9910
95 H -0.7787 -6.5625 2.2412
96 H 2.2340 -7.0252 2.3481
97 H 2.5757 -4.6975 1.9568
98 H 0.9661 -4.3055 2.0602
99 H 3.1646 -3.7397 0.2299
100 H 1.5607 -3.2624 -0.3026
101 H 2.4619 -4.3040 -1.3192
102 H 1.9616 -6.7320 4.4882
103 H 2.0907 -5.4033 4.2621
104 C -1.6887 0.4082 6.0465
105 C -2.9363 0.0913 6.9273
106 C -3.2760 0.9441 8.1976
107 O -3.6332 2.3127 7.8619
108 C -3.9982 3.1037 8.9856
109 N -4.1309 0.0350 6.0611
110 H -1.7384 -0.3668 5.2817
111 H -0.7261 0.5469 6.5386
112 H -1.7529 1.3770 5.5511
113 H -2.7593 -0.8896 7.3685
114 H -2.4378 0.8014 8.8796
115 H -4.1757 0.5586 8.6771
116 H -3.2558 3.1073 9.7837
117 H -4.9514 2.7328 9.3625
118 H -4.2200 4.1289 8.6894
119 H -4.5908 0.9093 6.2715
120 H -3.7215 0.0678 5.1384
121 C 4.5377 2.9468 -8.2141
122 C 3.4189 2.4674 -7.1619
123 C 3.0293 3.5613 -6.2047
124 O 2.2648 3.0062 -5.1798
125 C 2.5486 3.6558 -3.9127
126 N 2.2540 1.9062 -7.9019
127 H 4.5549 2.3651 -9.1358
128 H 5.5512 2.8527 -7.8242
129 H 4.3464 3.9727 -8.5289
130 H 3.9126 1.7080 -6.5557
131 H 2.3783 4.2651 -6.7233
132 H 3.9048 4.0190 -5.7442
133 H 3.5777 3.6358 -3.5540
134 H 1.9936 3.1592 -3.1168
135 H 2.1768 4.6799 -3.9454
136 H 2.6517 1.2559 -8.5646
137 H 1.9616 2.6467 -8.5234

Atomic partial charges in e from the Löwdin method, atoms 1 to 2: number 1, C, carries -0.189; number 2, O, carries -0.132

Most stable of them? w.